(1)
Entry from the OMol25 dataset: a cluster of 6 separate species, C35H56F6N9O9 in total at a distorted geometry (ωB97M-V/def2-TZVPD).

Structure (XYZ):
```
115
Properties=species:S:1:pos:R:3
C -0.92352 -2.73905 2.08303
C -1.03516 -3.17872 0.81941
N -0.60076 -2.40975 -0.31062
C -1.59374 -2.03068 -1.31126
O -2.64010 -1.37704 -0.66550
C -3.09312 -0.23292 -1.30185
C -3.49899 -0.26018 -2.63313
C -3.92954 0.88186 -3.28658
C -4.32192 0.79568 -4.74351
C -3.97470 2.08595 -2.59356
C -3.59735 2.11360 -1.25960
C -3.13933 0.98146 -0.59743
C -2.70628 1.05180 0.86147
C -3.95064 1.17160 1.78099
C -1.76079 2.23070 1.14136
C 0.66531 -2.06790 -0.40485
N 1.17119 -1.31116 -1.42908
C 2.44691 -1.18962 -1.17670
C 3.35126 -0.39665 -2.08410
O 4.52274 -0.59970 -2.06165
C 2.64388 0.61670 -3.01105
F 1.86504 -0.00280 -3.90269
F 1.81795 1.32882 -2.20831
C 3.59045 1.64335 -3.69792
F 4.61812 1.98093 -2.92041
F 2.85328 2.77222 -3.86618
C 4.06508 1.24428 -5.11908
F 4.63609 0.03774 -5.07357
F 3.02508 1.24736 -5.96258
C 5.07150 2.33661 -5.61187
O 6.22357 2.25014 -5.38487
O 4.49070 3.35214 -6.28433
N 2.81989 -1.82093 -0.06167
N 1.67578 -2.36355 0.41625
H -1.25717 -1.76469 2.43910
H -0.53287 -3.43491 2.82018
H -1.48354 -4.14345 0.59366
H -1.17126 -1.42186 -2.10732
H -1.95405 -2.95590 -1.77221
H -3.44596 -1.20773 -3.15970
H -5.32014 1.18598 -4.91628
H -4.22594 -0.22782 -5.09457
H -3.58826 1.36362 -5.31636
H -4.31583 2.97397 -3.10595
H -3.67349 3.06356 -0.74896
H -2.17862 0.13185 1.08221
H -3.73899 1.68428 2.71367
H -4.66826 1.77567 1.22130
H -4.39419 0.20597 2.00132
H -1.72272 2.38594 2.21515
H -0.75057 2.01460 0.79409
H -2.11632 3.15386 0.69169
H 4.09444 3.97740 -5.66246
H 3.74356 -1.89231 0.33722
H 1.61984 -2.93192 1.24970
C 1.73939 6.54867 -0.72256
O 1.05403 5.65320 -0.26759
N 2.09287 6.65601 -2.01861
C 2.91781 7.74291 -2.51044
C 1.62371 5.63990 -2.94355
H 2.13869 7.36232 -0.09435
H 2.37492 8.30897 -3.26962
H 3.83460 7.34564 -2.95138
H 3.18186 8.41219 -1.69499
H 0.53341 5.62005 -2.94646
H 1.98279 4.66258 -2.62384
H 1.98608 5.85447 -3.94664
C -6.57382 -0.59990 0.41461
O -6.69943 -0.82221 1.60305
N -7.48170 0.03047 -0.35269
C -7.26343 0.26193 -1.76649
C -8.71561 0.49148 0.26269
H -5.67371 -0.90832 -0.14697
H -7.27948 1.33394 -1.97528
H -8.04826 -0.22565 -2.34918
H -6.29712 -0.13945 -2.06725
H -8.48969 1.19550 1.06401
H -9.25357 -0.35322 0.69342
H -9.33857 0.97723 -0.48390
C 2.02375 -5.77367 -0.86037
O 2.23084 -6.57631 0.02566
N 2.06565 -6.03394 -2.17732
C 1.80474 -5.01584 -3.17659
C 2.38442 -7.38860 -2.60957
H 1.77064 -4.71978 -0.63583
H 0.95142 -5.30682 -3.79145
H 2.67825 -4.89146 -3.81913
H 1.58255 -4.06287 -2.69578
H 1.65037 -8.08669 -2.20838
H 3.36727 -7.67402 -2.23576
H 2.37897 -7.43768 -3.69484
C -1.12832 0.77776 4.65449
O -1.59997 0.20282 3.68343
N 0.14312 0.68831 5.06830
C 0.62735 1.40852 6.23601
C 1.06609 -0.15241 4.33254
H -1.73936 1.44012 5.28650
H 1.43569 2.07885 5.94034
H 1.00156 0.69700 6.97031
H -0.17485 1.99444 6.67855
H 1.13086 0.19377 3.29612
H 0.69962 -1.18108 4.33295
H 2.04761 -0.11832 4.79568
C 4.06433 -1.08879 6.60070
O 3.05414 -0.71394 7.16940
N 4.73114 -2.21657 6.89237
C 5.93332 -2.61041 6.18248
C 4.22689 -3.06808 7.96045
H 4.52636 -0.51185 5.77912
H 5.78115 -3.57916 5.70252
H 6.76855 -2.68786 6.87980
H 6.17898 -1.87276 5.42097
H 3.21388 -3.39541 7.72638
H 4.19715 -2.50984 8.89572
H 4.87248 -3.93449 8.07414
```

Its net charge is +1. As for the gap between HOMO and LUMO: 6.1 eV. The value obtained for the HOMO energy is -10.53 eV.

=====

(2)
Entry from the OMol25 dataset: a cluster of 8 separate species, C35H56FO22 in total (ωB97M-V/def2-TZVPD).

Structure (XYZ):
```
114
Properties=species:S:1:pos:R:3
C -0.32483 1.67694 -4.86507
C -1.57558 1.21686 -4.11457
F -2.71701 1.61436 -5.07580
C -1.65493 -0.17774 -3.71999
C -2.60818 -0.47521 -2.57846
C -2.00722 -0.51900 -1.16577
C -1.24922 0.70841 -0.62516
C 0.26842 0.67500 -0.66803
O 0.81909 1.02440 -1.92911
H 0.33438 0.82446 -5.02745
H 0.22389 2.42815 -4.29414
H -0.59502 2.11775 -5.82861
H -1.76772 1.87508 -3.26125
H -1.95216 -0.75115 -4.61115
H -2.99685 -1.48666 -2.75511
H -3.50205 0.18821 -2.53681
H -1.36495 -1.40691 -1.09545
H -2.83711 -0.69158 -0.46131
H -1.47074 0.76223 0.44745
H -1.60280 1.64507 -1.06588
H 0.66617 1.39693 0.05890
H 0.58820 -0.32985 -0.35794
H 1.28703 0.26400 -2.29199
C 5.63239 2.09753 -0.50833
C 4.43105 1.21257 -0.69238
C 4.55383 -0.21063 -0.17410
O 3.66954 -0.91573 -1.05513
C 3.58404 -0.22272 -2.21234
O 3.02183 -0.63441 -3.18050
O 4.18878 0.96870 -2.09720
H 5.50706 3.02233 -1.06919
H 5.74787 2.34606 0.54699
H 6.53889 1.60090 -0.85674
H 3.52625 1.68139 -0.29645
H 4.22627 -0.35523 0.85120
H 5.56523 -0.60489 -0.30402
C -4.39609 2.30955 4.91902
C -3.55853 2.80539 3.77220
C -3.18840 1.77531 2.72400
O -1.92267 2.25601 2.25124
C -1.35871 2.97644 3.23273
O -0.22888 3.35934 3.24807
O -2.24395 3.20307 4.23177
H -4.45693 3.06638 5.70016
H -5.40548 2.09163 4.56954
H -3.97115 1.40049 5.34687
H -4.01160 3.67967 3.29640
H -3.89187 1.68980 1.90147
H -3.02945 0.79073 3.17241
C 3.19279 -5.93385 -1.09245
C 2.88343 -5.12761 0.13768
C 2.62836 -3.65517 -0.10555
O 3.04386 -3.06330 1.13825
C 3.96687 -3.88036 1.69364
O 4.63793 -3.59341 2.63594
O 4.02049 -5.05316 1.03198
H 3.55416 -6.92628 -0.82695
H 2.28739 -6.04355 -1.69029
H 3.95733 -5.45392 -1.70194
H 2.06341 -5.57553 0.70687
H 1.59416 -3.39329 -0.31015
H 3.26882 -3.26636 -0.89614
C 0.09942 0.14571 5.82399
C -0.64981 -1.10711 5.46060
C -0.66978 -1.47253 3.98762
O -1.91970 -2.16227 3.86366
C -2.74788 -1.71818 4.83386
O -3.91475 -1.93631 4.88761
O -2.06296 -0.95376 5.72052
H -0.09404 0.41585 6.86126
H 1.17076 -0.01574 5.70218
H -0.20388 0.97847 5.18715
H -0.30683 -1.95962 6.05408
H 0.13952 -2.12353 3.67068
H -0.69855 -0.58330 3.35103
C -5.57671 -0.02336 -4.79173
C -6.21464 -1.35663 -5.04989
C -7.72973 -1.36699 -5.11611
O -8.05607 -2.69560 -4.69512
C -7.03759 -3.13790 -3.90796
O -7.08571 -4.13846 -3.26467
O -5.99803 -2.29077 -3.96391
H -4.50673 -0.10950 -4.59970
H -5.69707 0.61386 -5.66897
H -6.03501 0.46659 -3.93064
H -5.79885 -1.81843 -5.95062
H -8.13670 -1.19235 -6.10867
H -8.16056 -0.65808 -4.40383
C 3.74372 -2.77510 -6.41355
C 4.39925 -3.07247 -5.09549
C 5.86076 -2.69926 -4.95982
O 6.33084 -3.65203 -3.99458
C 5.54333 -4.75133 -4.08298
O 5.76853 -5.78820 -3.54053
O 4.47277 -4.50300 -4.85869
H 2.75845 -3.23559 -6.45623
H 3.61819 -1.69783 -6.52165
H 4.34272 -3.15647 -7.24245
H 3.82719 -2.63274 -4.27524
H 6.02864 -1.69160 -4.59009
H 6.40736 -2.85411 -5.89402
C 0.55285 6.18632 4.80973
C 0.51575 5.87930 6.27821
C -0.85126 5.55692 6.84931
O -0.72253 5.98135 8.21258
C 0.22821 6.94653 8.26179
O 0.45195 7.62310 9.21378
O 0.87633 7.02769 7.08131
H 1.53161 6.56052 4.51370
H 0.33785 5.26611 4.26801
H -0.19367 6.93999 4.55427
H 1.22127 5.08165 6.52885
H -1.11481 4.50383 6.81505
H -1.63250 6.15271 6.37040
```

Its net charge is -1. As for the gap between HOMO and LUMO: 3.9 eV. The value obtained for the HOMO energy is -2.17 eV.

=====

(3)
Entry from the OMol25 dataset: a structure of composition C35H56N2O11S at a distorted geometry (ωB97M-V/def2-TZVPD).

Structure (XYZ):
```
105
Properties=species:S:1:pos:R:3
C 4.34670 -6.73269 0.52360
C 4.44975 -5.61459 0.93870
C 4.95741 -4.35235 1.34970
C 5.11149 -4.09974 2.67099
C 5.63322 -2.86256 3.07985
N 5.86674 -2.48100 4.34247
S 6.47639 -1.00809 4.27423
N 6.48730 -0.76754 2.67343
C 5.99929 -1.88426 2.13670
C 5.83869 -2.16656 0.74624
C 6.32515 -1.09047 -0.19158
C 7.75773 -1.43081 -0.59706
O 8.43703 -0.24658 -1.04710
C 9.79672 -0.37503 -0.94286
O 10.36544 -1.36807 -1.31465
C 10.45469 0.80524 -0.31266
C 9.92197 2.12170 -0.92946
C 5.31987 -3.36129 0.35458
C 5.09418 -3.71042 -1.10274
C 3.93028 -2.86689 -1.70003
C 2.77762 -3.70864 -2.21653
C 1.65808 -2.84244 -2.80863
C 1.12899 -1.76648 -1.87514
C 0.53234 -2.30848 -0.56697
C 0.57656 -1.30483 0.57064
C -0.27401 -0.04103 0.33318
C 0.38063 1.24843 0.84674
C 0.51422 2.30790 -0.25130
H 4.25370 -7.71992 0.15559
H 4.86801 -4.81998 3.43483
H 5.70714 -1.02626 -1.07926
H 6.30349 -0.12048 0.28954
H 8.26238 -1.78914 0.29968
H 7.77912 -2.23652 -1.32030
H 11.52621 0.68379 -0.40535
H 10.20820 0.76540 0.74636
H 10.72332 2.84946 -0.97646
H 9.54600 1.94353 -1.92932
H 9.09865 2.48340 -0.32672
H 4.86345 -4.76305 -1.19424
H 6.00685 -3.49903 -1.64480
H 3.61643 -2.10676 -0.99575
H 4.32716 -2.31820 -2.55577
H 2.40207 -4.40201 -1.46749
H 3.16424 -4.29424 -3.05025
H 0.86571 -3.46575 -3.21730
H 2.10319 -2.32502 -3.66154
H 1.88913 -1.02896 -1.62552
H 0.34322 -1.20794 -2.38172
H -0.49852 -2.61326 -0.74620
H 1.08969 -3.18986 -0.25122
H 0.18884 -1.79618 1.46284
H 1.59337 -1.00310 0.82347
H -1.20913 -0.14691 0.87624
H -0.51526 0.07116 -0.72136
H 1.36576 1.06982 1.27398
H -0.22084 1.69906 1.63507
H 0.90264 1.82461 -1.14632
H -0.44138 2.76790 -0.49175
H 1.18585 3.10753 0.04898
C -2.16002 9.00524 -1.50625
C -2.09095 7.49595 -1.59985
O -0.77377 7.00310 -1.31476
C -0.44077 6.97221 -0.02596
O -1.14177 7.29315 0.89840
O 0.81002 6.51905 0.06612
C 1.33020 6.50415 1.39734
H -1.40275 9.46099 -2.14542
H -3.14319 9.35937 -1.81584
H -1.97847 9.34376 -0.48716
H -2.30542 7.17511 -2.61748
H -2.81739 7.01855 -0.94242
H 0.66837 5.96406 2.07060
H 1.48047 7.52208 1.75356
H 2.28890 5.99556 1.35003
C -7.04197 -1.60793 1.71871
C -5.61721 -1.75770 2.20636
O -4.76160 -0.73231 1.67907
C -4.87141 0.45999 2.26111
O -5.59281 0.74030 3.18232
O -4.03605 1.29779 1.64371
C -4.10029 2.64538 2.11691
H -7.07183 -1.56721 0.62897
H -7.65087 -2.44636 2.05662
H -7.48950 -0.68741 2.09230
H -5.19812 -2.69672 1.84967
H -5.56254 -1.76511 3.29482
H -3.96824 2.68875 3.19547
H -5.05020 3.09760 1.83588
H -3.28991 3.18367 1.63300
C -12.81744 -3.25134 -1.68732
C -11.84146 -3.30949 -0.53170
O -10.63351 -2.58850 -0.81632
C -10.72286 -1.26312 -0.71900
O -11.69896 -0.63675 -0.39973
O -9.53484 -0.74585 -1.03681
C -9.50298 0.68328 -1.04676
H -12.34013 -3.59447 -2.60616
H -13.68387 -3.88021 -1.48325
H -13.16463 -2.23307 -1.85655
H -11.53006 -4.33782 -0.35795
H -12.28761 -2.93855 0.39077
H -9.86607 1.08964 -0.10556
H -10.09555 1.06643 -1.87604
H -8.46413 0.96924 -1.18577
```

As for the gap between HOMO and LUMO: 8.1 eV. The value obtained for the HOMO energy is -8.84 eV.

=====

(4)
Entry from the OMol25 dataset: a structure of composition C35H56N3O2P2W at a distorted geometry (ωB97M-V/def2-TZVPD).

Structure (XYZ):
```
99
Properties=species:S:1:pos:R:3
C 2.15720 2.70132 0.27979
C 1.66870 1.79479 -1.89918
C 3.04711 3.62012 -0.27762
C 2.58771 2.69787 -2.47857
C 3.20894 3.62609 -1.67327
H 3.61337 4.32336 0.35649
H 2.65728 2.60855 -3.57047
H 3.92399 4.27372 -2.15188
N 1.44267 1.82723 -0.49825
P 1.36444 0.82789 2.25765
P -0.98821 0.68037 -2.08727
C 2.01377 2.47332 1.79502
H 2.99273 2.62787 2.29152
H 1.31248 3.26368 2.11725
C 0.58581 1.34987 -2.77942
H 0.95738 0.63381 -3.65576
C -1.70593 -0.95739 -2.80906
C -1.75546 2.18644 -2.85723
C 2.87873 -0.29302 2.34546
C 0.44132 1.06364 3.89121
C -1.76129 -2.04169 -1.70872
H -2.31982 -1.72309 -0.80918
H -2.26785 -2.92640 -2.13648
H -0.75821 -2.35411 -1.40919
C -3.15150 -0.74366 -3.27317
H -3.82584 -0.41435 -2.47659
H -3.25319 -0.06567 -4.12090
H -3.56010 -1.69760 -3.62459
C -0.83354 -1.42660 -3.98424
H -1.29910 -2.35018 -4.37630
H -0.80159 -0.66945 -4.78713
H 0.18218 -1.66352 -3.63406
C -3.22204 2.32597 -2.46779
H -3.38918 2.18941 -1.39386
H -3.57564 3.33027 -2.73370
H -3.87610 1.63748 -2.99498
C -1.04776 3.42821 -2.29956
H -1.13218 3.52852 -1.21312
H 0.01211 3.48056 -2.54416
H -1.50409 4.32892 -2.72839
C -1.54984 2.11721 -4.38148
H -0.64057 1.57254 -4.65981
H -2.40853 1.65453 -4.87737
H -1.45891 3.13965 -4.77801
C -0.05649 -0.30315 4.37123
H -0.66153 -0.15144 5.27589
H -0.70359 -0.78904 3.62811
H 0.75200 -0.98985 4.64507
C -0.78180 1.97528 3.68599
H -0.51449 2.92245 3.19911
H -1.57222 1.48636 3.10042
H -1.18832 2.20656 4.68453
C 1.36227 1.70404 4.93191
H 0.73287 2.02773 5.76766
H 2.10255 1.01400 5.34163
H 1.87675 2.58732 4.54099
C 3.72496 -0.15127 1.08159
H 4.65921 -0.69252 1.27426
H 3.24657 -0.61240 0.21559
H 3.97578 0.88849 0.85770
C 2.38438 -1.74193 2.44919
H 1.76157 -2.02664 1.58967
H 3.26917 -2.39257 2.45215
H 1.82387 -1.94488 3.37019
C 3.72584 0.08604 3.56424
H 3.94578 1.15998 3.61262
H 3.28526 -0.24495 4.51244
H 4.68428 -0.43447 3.45830
W 0.03275 0.50098 0.15660
C -1.71731 1.18243 0.62072
O -2.76852 1.71645 0.89153
N 1.04900 -1.11850 -0.43796
C 1.58280 -1.41211 -1.49050
C 2.49941 -1.75505 -2.45163
C 2.73578 -3.12323 -2.05948
C 3.18888 -1.15877 -3.58800
C 3.72485 -3.86290 -2.71008
H 2.14488 -3.47956 -1.16222
C 4.18927 -1.91300 -4.25991
H 3.00783 -0.09838 -3.87918
C 4.43224 -3.24947 -3.81032
H 3.92666 -4.92087 -2.37175
H 4.76640 -1.45114 -5.13633
H 5.19702 -3.85807 -4.31795
C -5.49208 -2.94543 3.00362
N -4.15257 -2.66202 2.52947
C -3.26799 -3.76237 2.23940
C -3.67300 -1.40652 2.42558
C -4.60520 -0.28603 2.71721
O -2.43476 -1.25107 2.06895
H -5.62277 -4.03372 2.99770
H -6.24912 -2.48509 2.35371
H -5.64270 -2.56702 4.02563
H -2.95564 -3.74426 1.18375
H -2.36157 -3.71510 2.86167
H -3.80536 -4.69260 2.44230
H -4.13543 0.65820 2.45289
H -5.52432 -0.39665 2.12497
H -4.86553 -0.27876 3.78550
```

The expectation value of S² is 2.07. Its multiplicity is 3. Its net charge is +3. As for the gap between HOMO and LUMO (spin up / spin down): 5.0 / 5.1 eV. The value obtained for the HOMO energy (spin up / spin down) is -15.79 / -15.79 eV.